1.
# C36H42Cl2IrN7O3S2

A structure of composition C36H42Cl2IrN7O3S2 (the ωB97M-V functional and the def2-TZVPD basis, OMol25).

Last column: Mulliken spin population.
CARTESIAN COORDINATES (ANGSTROEM)
Ir (-0.38188, -0.57443, 0.50499)  0.72
Cl (5.94509, -4.06982, -1.17802)  0.00
C (4.66566, -2.94190, -0.95837)  0.00
C (4.95729, -1.63291, -0.58165)  0.00
C (3.91347, -0.73484, -0.41510)  0.01
Cl (4.28968, 0.88538, 0.04222)  0.00
C (2.54913, -1.08057, -0.58522)  0.02
O (1.62731, -0.20533, -0.44809)  0.06
C (2.28776, -2.46286, -0.94860)  -0.01
C (0.97427, -2.94382, -1.11292)  0.03
O (-0.11731, -2.33101, -0.91889)  0.04
C (3.36182, -3.34469, -1.16467)  0.00
H (5.97451, -1.31578, -0.42307)  0.00
H (0.88305, -3.97801, -1.46370)  0.00
H (3.15263, -4.35220, -1.48561)  0.00
C (-4.69394, -0.33047, -0.81754)  -0.01
C (-3.26274, -0.88176, -0.69311)  -0.06
C (-3.11515, -2.03341, -1.68738)  0.01
C (-2.22259, 0.21235, -0.87992)  -0.03
C (-3.00683, -1.35321, 0.75061)  0.16
C (-2.28621, -2.53087, 1.01757)  -0.03
C (-2.08007, -2.95847, 2.32333)  -0.01
C (-2.59714, -2.24505, 3.38937)  0.01
C (-3.32234, -1.09206, 3.13686)  0.01
C (-3.51217, -0.64232, 1.84317)  0.00
H (-4.95501, -0.19253, -1.86385)  0.00
H (-4.80796, 0.62242, -0.30860)  0.00
H (-5.39912, -1.03673, -0.38515)  0.00
H (-3.42548, -1.71298, -2.67898)  0.00
H (-3.74769, -2.86603, -1.39236)  0.00
H (-2.09028, -2.38238, -1.74506)  0.00
H (-2.55689, 1.18079, -0.52093)  0.00
H (-1.96646, -3.16903, 0.20869)  0.00
H (-1.52857, -3.87214, 2.48915)  0.00
H (-2.44905, -2.58138, 4.40468)  0.00
H (-3.73961, -0.53599, 3.96049)  0.00
H (-4.07379, 0.26600, 1.68648)  0.00
C (-1.70451, -0.85570, -6.07906)  0.00
N (-1.47885, -0.89260, -4.65323)  0.00
C (-0.42638, -1.78391, -4.23846)  0.01
C (-2.05681, -0.01577, -3.80603)  -0.01
S (-1.19695, 0.42394, -2.31470)  0.01
N (-3.15239, 0.69235, -4.18639)  0.00
C (-3.40502, 1.99177, -3.61912)  0.00
C (-4.29796, 0.07408, -4.82004)  0.00
H (-0.74236, -0.93577, -6.58508)  0.00
H (-2.16944, 0.08104, -6.37322)  0.00
H (-2.32916, -1.69172, -6.40284)  0.00
H (-0.65737, -2.79942, -4.56524)  0.00
H (-0.32100, -1.76176, -3.15867)  0.00
H (0.52285, -1.48120, -4.68726)  0.00
H (-2.46455, 2.44252, -3.30985)  0.00
H (-4.07427, 1.93649, -2.75632)  0.00
H (-3.87390, 2.61305, -4.38327)  0.00
H (-4.10322, -0.97804, -5.00835)  0.00
H (-4.53174, 0.57259, -5.76473)  0.00
H (-5.17596, 0.16228, -4.17096)  0.00
S (3.71150, 0.20212, 5.94136)  0.00
C (2.62298, -0.12233, 4.58977)  0.00
C (2.77451, 0.57874, 3.39740)  0.00
C (1.90019, 0.32855, 2.36703)  0.00
N (0.94662, -0.59886, 2.42693)  0.01
C (0.79573, -1.26571, 3.56654)  -0.01
C (1.58619, -1.04448, 4.68051)  0.00
C (5.24145, 0.20641, 4.98580)  0.00
C (5.78543, -1.02410, 4.65347)  0.00
C (6.98726, -1.03340, 3.96126)  0.00
N (7.61492, 0.06709, 3.59555)  0.00
C (7.07560, 1.23235, 3.89196)  0.00
C (5.88218, 1.36937, 4.59166)  0.00
H (3.55485, 1.31061, 3.27657)  0.00
H (1.97874, 0.88854, 1.44738)  0.00
H (0.00931, -2.00397, 3.59048)  0.00
H (1.40686, -1.58244, 5.59600)  0.00
H (5.29283, -1.93973, 4.93757)  0.00
H (7.46559, -1.96585, 3.69479)  0.00
H (7.62490, 2.10108, 3.55468)  0.00
H (5.48077, 2.34441, 4.81991)  0.00
C (-1.04339, 5.02481, 2.01890)  0.00
N (-1.10723, 3.59849, 2.20247)  0.00
C (-1.32062, 2.98739, 3.48914)  0.00
C (-1.16376, 1.49474, 3.15015)  0.00
O (-1.24997, 0.58452, 3.93088)  0.00
N (-0.90729, 1.40400, 1.80606)  0.06
C (-0.83007, 2.63692, 1.31086)  0.00
N (-0.54387, 2.86903, 0.02675)  0.00
H (-1.71546, 5.49593, 2.73378)  0.00
H (-1.36644, 5.29494, 1.01444)  0.00
H (-0.03278, 5.40518, 2.19329)  0.00
H (-2.31778, 3.19752, 3.88626)  0.00
H (-0.57916, 3.30994, 4.22581)  0.00
H (-0.20999, 2.06948, -0.49992)  0.01
H (-0.26556, 3.78695, -0.27467)  0.00

Cartesian forces (eV/Å) of the 6 atoms listed first:
-2.2 2.5 0.8
0.4 -0.2 -0.1
-0.9 -0.5 -0.3
-1.1 0.7 0.1
1.1 -0.5 0.1
0.1 0.3 0.0

The calculation puts the highest occupied orbital energy (alpha / beta) at -9.24 / -9.65 eV. The HOMO-LUMO gap (alpha / beta) comes out at 6.812 / 7.224 eV. As for the energy above the lowest of the compared OMol25 structures with the same formula, charge and spin: 24.37 kcal per mole. The total charge is +1. For the largest force on an atom, the calculation gives 3.403 eV Å⁻¹. Its spin multiplicity is 2.

2.
# C36H42CuF2N4Sb

A structure of composition C36H42CuF2N4Sb (the ωB97M-V functional and the def2-TZVPD basis, OMol25).

Last column: Mulliken spin population.
CARTESIAN COORDINATES (ANGSTROEM)
Cu (1.79766, -1.80878, 1.03379)  0.58
C (4.68760, -1.02571, 4.14464)  0.00
C (3.93049, -0.52978, 5.21573)  0.00
C (2.57195, -0.27794, 4.95861)  0.00
C (2.05244, -0.53147, 3.68319)  0.01
N (2.85257, -0.91878, 2.66185)  0.03
C (4.16065, -1.22505, 2.89503)  0.00
C (0.61103, -0.32309, 3.30094)  -0.01
C (-0.22190, 0.52531, 4.01850)  0.00
C (-1.53186, 0.71020, 3.57152)  0.00
C (-1.91252, 0.10036, 2.40390)  0.00
C (-0.97867, -0.67491, 1.69141)  -0.01
N (0.22735, -0.87129, 2.14135)  0.03
H (5.71824, -1.27509, 4.23126)  0.00
H (4.36686, -0.35838, 6.12856)  0.00
H (1.90637, 0.05081, 5.73394)  0.00
H (4.73183, -1.59391, 2.00948)  0.00
H (0.29868, 1.00590, 4.82158)  0.00
H (-2.22750, 1.28913, 4.07246)  0.00
H (-2.93197, 0.24009, 1.98448)  0.00
H (-1.26334, -1.14028, 0.76685)  0.00
N (1.57659, -3.78386, 2.40673)  0.00
C (0.21900, -4.11512, 2.85027)  0.00
C (-0.52746, -4.91250, 1.77368)  0.00
C (-0.84884, -4.24170, 0.46788)  0.00
C (0.23145, -4.06112, -0.56783)  0.00
N (0.72910, -2.64732, -0.66224)  0.07
H (2.02006, -4.60576, 1.99840)  0.00
H (2.18027, -3.38435, 3.15944)  0.00
H (-0.21409, -3.15929, 3.04410)  0.00
H (0.26933, -4.67912, 3.78894)  0.00
H (-1.38331, -5.40886, 2.28657)  0.00
H (0.03122, -5.80932, 1.53723)  0.00
H (-1.23546, -3.24355, 0.65662)  0.00
H (-1.75797, -4.67403, 0.01652)  0.00
H (0.02299, -4.48474, -1.52294)  0.00
H (1.14251, -4.57433, -0.25375)  0.00
H (-0.10615, -2.05258, -0.98503)  -0.02
H (1.33144, -2.64769, -1.51843)  0.00
F (4.67001, -1.51213, 0.13980)  0.02
C (3.47303, -2.09252, -0.18488)  0.26
F (3.12883, -1.57571, -1.49014)  0.01
H (3.68883, -3.08411, -0.51599)  0.02
C (-4.27420, 2.37518, -1.77154)  0.00
C (-3.51952, 3.06709, -0.71819)  0.00
C (-4.27415, 4.03368, -0.05738)  0.00
C (-3.83623, 4.75162, 1.01294)  0.00
C (-2.56883, 4.47367, 1.51319)  0.00
C (-1.76288, 3.57295, 0.86190)  0.00
C (-2.18710, 2.84459, -0.22134)  0.00
Sb (-0.45866, 1.58038, -0.73884)  0.00
C (0.70103, 2.95669, -2.00361)  0.00
C (1.96321, 3.04039, -1.48964)  0.00
C (2.84544, 3.92048, -2.13740)  0.00
C (2.46038, 4.69451, -3.21328)  0.00
C (1.20380, 4.42933, -3.76164)  0.00
C (0.30047, 3.55381, -3.16751)  0.00
C (-1.05725, 3.32808, -3.80683)  0.00
C (-1.06609, 0.04906, -2.20540)  0.00
C (-2.17978, -0.65121, -1.71876)  0.00
C (-2.62638, -1.77550, -2.38805)  0.00
C (-2.01364, -2.22929, -3.55200)  0.00
C (-0.84090, -1.63368, -3.96873)  0.00
C (-0.36731, -0.47411, -3.30544)  0.00
C (1.02719, -0.00211, -3.67764)  0.00
H (-4.69492, 3.08446, -2.41557)  0.00
H (-5.05752, 1.72538, -1.34477)  0.00
H (-3.65837, 1.69021, -2.34035)  0.00
H (-5.34286, 4.22485, -0.44433)  0.00
H (-4.47772, 5.47919, 1.52547)  0.00
H (-2.23439, 4.97072, 2.35483)  0.00
H (-0.78115, 3.33904, 1.34197)  0.00
H (2.28571, 2.43315, -0.65710)  0.00
H (3.86088, 4.01001, -1.80443)  0.00
H (3.24148, 5.29751, -3.68473)  0.00
H (0.99301, 4.79393, -4.74855)  0.00
H (-0.93910, 2.32701, -4.28987)  0.00
H (-1.42986, 4.17182, -4.44474)  0.00
H (-1.81671, 3.15041, -2.97627)  0.00
H (-2.81896, -0.14007, -0.93423)  0.00
H (-3.57589, -2.31439, -2.25033)  0.00
H (-2.40016, -3.06832, -4.20079)  0.00
H (-0.26607, -2.08766, -4.81242)  0.00
H (1.50511, -0.67068, -4.29698)  0.00
H (1.60320, 0.04124, -2.76436)  0.00
H (1.04834, 1.01895, -4.19137)  0.00

Cartesian forces (eV/Å) of the 6 atoms listed first:
0.6 -0.3 -0.5
0.2 0.1 0.5
-1.6 -0.5 -3.3
0.5 -0.5 -0.2
0.6 0.2 -0.6
0.1 -0.9 0.3

The calculation puts the highest occupied orbital energy (alpha / beta) at -10.43 / -10.43 eV. The HOMO-LUMO gap (alpha / beta) comes out at 7.211 / 7.195 eV. As for the energy above the lowest of the compared OMol25 structures with the same formula, charge and spin: 19.03 kcal per mole. The total charge is +1. For the largest force on an atom, the calculation gives 3.742 eV Å⁻¹. Its spin multiplicity is 2.